1.
14
Properties=species:S:1:pos:R:3:mulliken_charge:R:1 method="wB97M-V/def2-TZVPD" gap_ha="0.292 / 0.291" fmax_ev_per_a=5.72
C -0.0814 1.4485 -0.9986 -0.57
C 0.0683 0.4339 -1.9105 0.41
C -0.0455 0.8596 0.4255 -0.71
C -0.6455 -1.2226 1.4576 -0.86
N -0.6289 -0.4592 0.2477 -0.11
O 2.1827 -0.8153 -0.2265 -0.59
S 0.1297 -1.1189 -1.1021 0.07
Cl 0.1805 0.6060 -3.5460 -0.18
H 0.0166 2.4742 -1.1233 0.45
H 1.0813 0.6361 0.3826 0.46
H -0.4873 1.4909 1.0901 0.58
H -0.9812 -0.6411 2.2364 0.37
H -1.1286 -2.0729 1.2099 0.38
H 0.3394 -1.6192 1.8573 0.29


2.
14
Properties=species:S:1:pos:R:3:mulliken_charge:R:1 method="wB97M-V/def2-TZVPD" gap_ha=0.344 fmax_ev_per_a=1.43
C 0.4925 -1.6918 0.2360 -0.62
O 0.6847 -0.4803 -0.5344 -0.36
C 0.3092 0.6724 0.0834 0.43
C -1.1159 0.7178 0.5551 -0.24
N -2.1876 0.4246 -0.0506 -0.46
S -2.2489 -0.1887 -1.6621 -0.11
C 1.1638 1.7018 0.2060 -0.31
Cl 2.7721 1.4245 -0.4211 -0.17
H 0.9503 -2.5078 -0.3614 0.22
H 0.9729 -1.4898 1.2208 0.31
H -0.5801 -1.9246 0.3441 0.30
H -1.2470 1.1072 1.5269 0.44
H -0.9383 -0.3887 -1.8804 0.18
H 0.9724 2.6234 0.7378 0.39


3.
13
Properties=species:S:1:pos:R:3:mulliken_charge:R:1 method="wB97M-V/def2-TZVPD" gap_ha=0.334 fmax_ev_per_a=3.55
C -1.2820 0.0444 0.8333 -1.35
C -0.7347 -0.5435 -0.5178 0.19
C 0.4005 0.5385 -0.7326 -1.06
C 1.6659 -0.0281 -0.0473 0.67
Cl 2.9465 1.1259 0.1129 -0.18
N 1.8159 -1.1930 0.3765 -0.49
S 0.0969 -2.0472 -0.0537 -0.05
H -1.8560 -0.7037 1.3382 0.40
H -2.0434 0.7125 0.5747 0.37
H -0.4894 0.3528 1.5134 0.36
H -1.5072 -0.4845 -1.4037 0.33
H 0.2459 1.5444 -0.2925 0.35
H 0.7410 0.6814 -1.7015 0.44


4.
13
Properties=species:S:1:pos:R:3:mulliken_charge:R:1 method="wB97M-V/def2-TZVPD" gap_ha="0.304 / 0.304" fmax_ev_per_a=4.41
S 1.7755 2.7146 0.0637 -0.21
N 0.4491 2.4886 -0.6831 -0.06
C -0.6926 2.3357 -0.9687 0.35
Cl -1.9212 2.0740 -1.9926 -0.08
C -0.7538 -0.2654 1.1722 -0.97
C -0.4778 -1.1067 0.1924 0.20
C 0.8929 -1.6344 -0.0829 -0.98
H -1.7483 0.0983 1.3658 0.32
H 0.0180 0.0919 1.8353 0.25
H -1.2663 -1.4653 -0.4576 0.33
H 1.0350 -1.8171 -1.1454 0.29
H 1.0424 -2.5817 0.4384 0.28
H 1.6472 -0.9326 0.2627 0.27